--- one ---
Density functional theory data (ωB97M-V with the def2-TZVPD basis set) for 2 unconnected molecules or ions with the total composition C7H10O2.

Output
- Kohn-Sham gap: 0.363 hartree
- LUMO: 0.7 eV
- E_HOMO: -9.16 eV

```
19
C7H10O2 ωB97M-V with the def2-TZVPD basis set
C -0.18571 1.71920 -1.39977
C -0.16625 0.83902 -0.57011
C -0.91070 -0.06205 0.43471
C -2.18642 0.64626 0.88897
O -0.14508 -0.40934 1.52271
C -1.18743 -1.27114 -0.46353
O -0.50162 -2.25592 -0.45619
H 0.00256 2.49040 -2.09425
H -1.91399 1.53323 1.45493
H -2.79395 0.93383 0.03258
H -2.75336 -0.01985 1.53938
H 0.68842 -0.92356 1.18307
H -2.00747 -1.12240 -1.19086
C 2.09528 -0.02753 -0.70525
C 2.38552 -0.62428 0.47749
H 2.44594 0.97099 -0.91310
H 1.85589 -0.64456 -1.56026
H 2.88396 -0.06966 1.25921
H 2.39441 -1.70265 0.56028
```



--- two ---
Density functional theory data (ωB97M-V with the def2-TZVPD basis set) for 2 unconnected molecules or ions with the total composition C7H10O2.

Output
- Kohn-Sham gap: 0.348 hartree
- LUMO: 0.9 eV
- E_HOMO: -8.61 eV

```
19
C7H10O2 ωB97M-V with the def2-TZVPD basis set
C 1.16432 0.31990 -0.63663
C 2.24434 -0.15448 -0.40801
C -1.79544 -1.11970 -0.99108
C -1.68408 -1.28174 0.53746
C -0.93669 0.73133 -0.11828
C 3.61655 -0.62772 -0.26290
C -0.89094 2.21423 0.07540
O -1.63816 0.27135 -1.18473
O -1.14410 -0.04441 0.97414
H -0.98562 -1.65219 -1.50845
H -2.76308 -1.41747 -1.39916
H -2.66031 -1.41422 1.01839
H -1.01386 -2.09453 0.82648
H 3.73634 -1.04049 0.74050
H 4.32326 0.19242 -0.38828
H 3.83987 -1.40240 -0.99807
H -0.25150 2.44302 0.92378
H -1.89786 2.59466 0.26670
H -0.49599 2.68288 -0.82126
```



Least stable structure: one



--- one ---
Density functional theory data (ωB97M-V with the def2-TZVPD basis set) for C5H8N4O2 in the gas phase.

Output
- Kohn-Sham gap: 0.275 hartree
- LUMO: -0.5 eV
- E_HOMO: -8.01 eV

```
19
C5H8N4O2 ωB97M-V with the def2-TZVPD basis set
O 1.97443 -0.52645 1.21934
C 2.63724 -0.10404 0.26294
O 3.68724 -0.81706 -0.18522
C 2.27321 1.06960 -0.53522
N 1.30162 1.84169 -0.40288
N 0.30812 1.46127 0.48791
C -0.74602 0.68545 0.20488
N -1.98936 1.00923 0.56964
C -2.83069 -0.02215 0.04880
C -1.92558 -1.20989 -0.25499
N -0.68623 -0.50709 -0.50488
H 3.78836 -1.68619 0.35738
H 2.96950 1.37763 -1.29649
H 0.09909 2.32903 0.97828
H -3.31787 0.33856 -0.84446
H -3.63974 -0.41585 0.80124
H -1.81197 -1.93441 0.62095
H -2.20173 -1.77123 -1.11384
H 0.11038 -1.11810 -0.41338
```



--- two ---
Density functional theory data (ωB97M-V with the def2-TZVPD basis set) for C5H8N4O2 in the gas phase.

Output
- Kohn-Sham gap: 0.315 hartree
- LUMO: -0.5 eV
- E_HOMO: -9.13 eV

```
19
C5H8N4O2 ωB97M-V with the def2-TZVPD basis set
O -1.29407 -3.84969 0.66387
C -1.18475 -2.65537 0.48994
O -1.95417 -2.10502 -0.52587
C -0.33833 -1.83408 1.31799
N 0.18425 -0.64297 1.06095
N 0.07671 -0.22298 -0.20738
C 0.64884 1.12028 -0.49380
N 0.74029 1.60237 -1.64026
C 1.17800 2.99156 -1.40322
C 1.02138 3.23374 0.15379
N 0.97635 1.84373 0.61234
H -1.89521 -0.93162 -0.37220
H 0.18363 -2.23723 2.33841
H 0.35221 -0.82185 -0.93108
H 2.35047 3.28169 -1.53305
H 0.84573 3.54831 -2.11777
H 0.10135 3.83684 0.15925
H 1.83603 3.93663 0.86518
H 0.41769 1.82705 1.31946
```



Least stable structure: two



--- one ---
Density functional theory data (ωB97M-V with the def2-TZVPD basis set) for C5H10O3 in the gas phase.

Output
- Kohn-Sham gap: 0.402 hartree
- LUMO: 0.7 eV
- E_HOMO: -10.24 eV

```
18
C5H10O3 ωB97M-V with the def2-TZVPD basis set
O 0.12107 2.90237 -0.88256
C 0.35636 2.09288 -0.02148
O 1.55827 1.98674 0.54716
C -0.67236 1.18092 0.64113
C -0.02633 -0.17961 1.02060
C 0.65196 -0.91415 -0.14131
C -0.33844 -1.60029 -1.07837
O -1.07820 -2.50415 -0.27923
H 2.24764 2.57631 0.21421
H -1.49109 1.02135 -0.11968
H -1.16203 1.75176 1.41008
H 0.70457 -0.03166 1.80845
H -0.80060 -0.84190 1.47324
H 1.37237 -1.70521 0.11880
H 1.35147 -0.18118 -0.59660
H 0.17661 -2.04281 -1.97934
H -1.01096 -0.86596 -1.51507
H -1.96030 -2.64539 -0.62006
```



--- two ---
Density functional theory data (ωB97M-V with the def2-TZVPD basis set) for 2 unconnected molecules or ions with the total composition C5H10O3.

Output
- Kohn-Sham gap: 0.384 hartree
- LUMO: 0.6 eV
- E_HOMO: -9.81 eV

```
18
C5H10O3 ωB97M-V with the def2-TZVPD basis set
C 1.80995 1.42459 1.13615
C 1.27347 0.30919 0.66613
C 0.01681 0.31511 -0.16517
C 0.25534 -0.37666 -1.54063
C -0.13207 -1.81608 -1.44926
O 0.57957 -2.70568 -1.05687
O -1.41164 -2.02640 -1.80581
H 1.38299 2.39054 0.90740
H 2.71440 1.37977 1.73572
H 1.60215 -0.67736 0.96394
H -0.24354 1.35071 -0.40051
H -0.78787 -0.21201 0.33889
H 1.28670 -0.29602 -1.87647
H -0.31470 0.11986 -2.33422
H -1.64055 -2.94984 -1.61529
O -2.13513 1.43936 1.78699
H -1.54042 1.56752 2.54444
H -2.71546 0.76340 2.16456
```



Least stable structure: two



--- one ---
Density functional theory data (ωB97M-V with the def2-TZVPD basis set) for 2 unconnected molecules or ions with the total composition C5H10O3.

Output
- Kohn-Sham gap: 0.374 hartree
- LUMO: 0.6 eV
- E_HOMO: -9.59 eV

```
18
C5H10O3 ωB97M-V with the def2-TZVPD basis set
C -2.09495 0.23600 -0.78755
C -1.36111 0.18333 0.34705
C 0.08922 -0.11692 0.11200
C 1.04557 0.65167 0.97652
C 0.47155 1.80885 1.83797
O 1.07052 2.77680 2.06733
O -0.68860 1.45661 2.40153
H -1.67433 0.24441 -1.78076
H -3.18535 0.49909 -0.80995
H -1.68542 0.19735 1.42520
H 0.34135 0.36504 -0.94158
H 0.28705 -1.17762 0.15368
H 1.87699 0.99441 0.39453
H 1.57349 -0.08136 1.68303
H -0.88361 2.02324 3.18210
O 1.96111 -3.24728 -3.46074
H 1.42211 -3.07738 -2.67885
H 1.43443 -3.73624 -4.12152
```



--- two ---
Density functional theory data (ωB97M-V with the def2-TZVPD basis set) for 2 unconnected molecules or ions with the total composition C5H10O3.

Output
- Kohn-Sham gap: 0.382 hartree
- LUMO: 0.8 eV
- E_HOMO: -9.61 eV

```
18
C5H10O3 ωB97M-V with the def2-TZVPD basis set
C -0.09151 1.81462 0.31589
C 0.90944 1.06710 -0.09460
C 1.91605 0.39847 -0.56272
C 1.98944 -1.07441 -0.83753
H -0.13977 2.17591 1.33547
H -0.62335 2.43561 -0.39275
H 2.81799 0.96027 -0.79677
H 1.01139 -1.53732 -0.77780
H 2.38461 -1.24140 -1.83979
H 2.65979 -1.55438 -0.12399
C -2.34024 -0.30624 -0.26013
O -1.21936 -1.07578 -0.33459
O -0.60860 -1.47364 1.06157
O -0.86692 -0.54138 2.04420
H -2.56665 0.06731 -1.26366
H -1.98586 0.70366 0.23565
H -3.18770 -0.82633 0.19402
H -0.05876 0.00793 2.09750
```



Least stable structure: two



--- one ---
Density functional theory data (ωB97M-V with the def2-TZVPD basis set) for a gas-phase ion, C4H8N (charge +1).

Output
- Kohn-Sham gap: 0.352 hartree
- Net charge: +1
- LUMO: -3.9 eV
- E_HOMO: -13.49 eV

```
13
C4H8N ωB97M-V with the def2-TZVPD basis set
C -2.66657 -0.00758 -0.00302
C -1.32731 -0.37228 -0.21688
C -0.03457 -0.10479 -0.61715
C 1.42405 -0.11369 -0.68707
N 2.04351 0.12812 0.70000
H -3.19405 -0.46643 0.94010
H -2.91846 1.15771 -0.06705
H -3.30850 -0.57844 -0.71509
H 1.75196 0.61387 -1.27988
H 1.64416 -1.04353 -1.10301
H 1.90907 1.11096 0.68641
H 3.09039 0.04893 0.87163
H 1.58631 -0.37284 1.49100
```



--- two ---
Density functional theory data (ωB97M-V with the def2-TZVPD basis set) for a gas-phase ion, C4H8N (charge +1).

Output
- Kohn-Sham gap: 0.317 hartree
- Net charge: +1
- LUMO: -6.0 eV
- E_HOMO: -14.68 eV

```
13
C4H8N ωB97M-V with the def2-TZVPD basis set
C -1.60614 0.94300 -0.18422
N -0.77345 0.15621 -0.88004
C 0.31329 -0.37692 -0.19128
C 1.21916 -1.22594 -0.70696
C 0.52215 0.08109 1.19961
H -2.23011 1.54619 -0.75954
H -1.66165 1.23925 0.83760
H -0.95250 0.07877 -1.90452
H 0.96552 -1.54688 -1.77042
H 2.13610 -1.48400 -0.35403
H 1.61320 -0.07709 1.46433
H 0.47120 1.17284 1.28012
H -0.01678 -0.50651 1.96935
```



Least stable structure: one



--- one ---
Density functional theory data (ωB97M-V with the def2-TZVPD basis set) for a gas-phase ion, C4H8N (charge +1).

Output
- Kohn-Sham gap: 0.441 hartree
- Net charge: +1
- LUMO: -3.2 eV
- E_HOMO: -15.22 eV

```
13
C4H8N ωB97M-V with the def2-TZVPD basis set
C 2.20967 -0.06299 -0.20907
C 1.04157 -0.26996 0.31798
N -0.13889 0.23088 -0.32074
C -1.32461 -0.68270 -0.19957
C -1.45405 0.75280 0.29719
H 3.12941 -0.26305 0.28459
H 2.34433 0.20897 -1.28982
H 0.79850 -0.50839 1.44288
H 0.02952 0.49545 -1.27202
H -1.01226 -1.30101 0.59031
H -1.81025 -0.93853 -1.18364
H -1.82794 1.53591 -0.29402
H -1.58963 0.95182 1.34285
```



--- two ---
Density functional theory data (ωB97M-V with the def2-TZVPD basis set) for 2 unconnected molecules or ions with the total composition C4H8N.

Output
- Kohn-Sham gap: 0.394 hartree
- Net charge: +1
- LUMO: -4.1 eV
- E_HOMO: -14.84 eV

```
13
C4H8N ωB97M-V with the def2-TZVPD basis set
C -0.84524 1.22562 -0.23039
C -1.16320 -0.04413 -0.05201
C -1.58438 -1.24316 0.08434
C 0.90567 0.13901 0.66402
N 1.72182 -0.13981 -0.32554
H -0.43754 1.56890 -1.16882
H -1.02272 -2.03130 0.56854
H -2.56386 -1.54982 -0.25098
H 0.56994 -0.64598 1.31893
H 1.02907 1.11144 1.13034
H 1.77056 -1.05940 -0.73873
H -1.17883 1.98327 0.46464
H 2.18121 0.60101 -0.84049
```



--- three ---
Density functional theory data (ωB97M-V with the def2-TZVPD basis set) for a molecular structure, C4H8N.

Output
- Kohn-Sham gap: 0.306 hartree
- Net charge: +1
- LUMO: -4.5 eV
- E_HOMO: -12.84 eV

```
13
C4H8N ωB97M-V with the def2-TZVPD basis set
C 1.02142 0.99822 1.49008
C 0.96767 -0.36323 0.61403
C -0.05514 1.50204 0.89562
C -0.21081 0.11723 0.15341
N -1.30490 -0.56980 -0.57705
H 1.56994 1.50992 2.35842
H 0.68535 -1.00328 -2.43463
H 1.40921 -1.30373 0.50891
H -0.56114 2.38237 0.87973
H 1.07288 -1.05370 -1.82062
H -1.55090 -1.42606 0.00893
H -1.03350 -0.93815 -1.42483
H -2.01008 0.14818 -0.65200
```



Least stable structure: three